Record 1
Entry from the OMol25 dataset: an isolated molecule of C3H2F3N3 (ωB97M-V/def2-TZVPD).

The geometry in XYZ format:
```
11
Properties=species:S:1:pos:R:3:forces:R:3:mulliken_charge:R:1
C 0.1570 0.8327 0.5594 -1.849 0.954 -1.870 -0.42
C -0.8397 -0.2731 0.2320 -0.574 3.214 4.368 0.08
C -3.0526 0.1032 -0.6424 0.345 -1.783 0.493 0.65
N -0.3716 1.9957 0.1598 1.328 -2.400 1.465 -0.29
N -1.5676 1.8650 -0.3357 -1.276 2.549 -1.118 -0.79
N -1.9242 0.5670 -0.3159 0.996 0.124 0.509 0.62
F -3.1794 -1.2103 -0.5120 -0.870 0.771 -0.490 -0.18
F -4.0657 0.7709 -1.0373 -0.121 -0.060 -0.173 -0.16
F -1.3107 -0.8313 1.4558 0.175 -0.053 -1.036 -0.29
H 1.0052 0.7498 1.1902 0.616 -0.141 0.029 0.39
H -0.7111 -1.0037 -0.4361 1.230 -3.174 -2.175 0.37
```
Positions in Å, forces in eV/Å.

## Properties
Net charge: 0
Largest force on an atom, Eh/bohr: 0.106
2S+1: 1
Energy above the lowest of the compared OMol25 structures with the same formula, charge and spin, kcal/mol: 78.8

Record 2
Entry from the OMol25 dataset: a cluster of 7 separate species, C13H26F2O13 in total (ωB97M-V/def2-TZVPD).

The geometry in XYZ format:
```
54
Properties=species:S:1:pos:R:3:forces:R:3:mulliken_charge:R:1
O -1.6366 -1.0285 7.0501 -0.204 0.120 1.702 -0.47
C -1.1896 -0.9604 5.9733 -0.598 -0.474 -0.366 0.51
O -1.8933 -0.5551 4.9097 1.259 -0.054 -0.792 -0.34
C -1.0811 -0.8133 3.7594 0.400 -1.239 -0.558 -0.03
C 0.3312 -1.1513 4.3071 -1.440 1.068 -0.856 0.54
F 1.0107 0.1060 4.1741 0.316 -1.150 0.514 -0.44
O 0.0593 -1.4182 5.6480 1.004 0.145 -0.804 -0.36
H -1.4820 -1.6335 3.1679 -0.184 -0.152 0.210 0.28
H -1.0148 0.0182 3.0976 -0.103 0.786 -0.166 -0.09
H 0.9077 -1.9430 3.7474 -0.487 0.946 1.019 0.30
O -5.2980 -2.0637 -3.9201 1.651 -0.213 0.156 -0.52
C -4.1264 -2.1958 -3.7060 -0.745 -0.967 -0.604 0.56
O -3.3314 -3.2610 -4.1392 -3.164 0.757 -0.015 -0.34
C -2.0908 -3.1621 -3.5812 1.920 -0.201 0.044 -0.43
C -2.0168 -1.7892 -2.9694 -0.152 -0.487 1.926 0.94
F -1.2734 -0.9599 -3.6819 0.798 1.191 -1.046 -0.30
O -3.3601 -1.3521 -2.9859 0.142 0.185 0.274 -0.35
H -1.8776 -3.8929 -2.8024 -0.309 -0.373 -0.120 0.28
H -1.3971 -3.2753 -4.4114 0.518 0.063 0.285 0.31
H -1.6100 -1.7842 -1.9225 -0.622 0.093 -0.796 -0.17
O 0.1215 2.0797 -2.6596 -0.866 0.494 -0.352 -0.55
C -0.8844 2.7385 -2.6548 1.479 -0.708 0.394 0.71
O -1.4112 3.2148 -1.5026 -0.531 0.003 -0.362 -0.32
C -2.5251 4.0660 -1.8325 1.206 -0.717 -1.429 -0.32
C -2.8539 3.6528 -3.2714 -0.707 -1.019 -1.035 -0.26
O -1.5946 3.1102 -3.7365 -0.123 0.104 0.646 -0.32
H -3.2823 3.8991 -1.1228 -0.960 0.130 0.835 0.31
H -2.1287 5.0710 -1.8978 -0.272 0.403 0.507 0.26
H -3.0521 4.5496 -3.8575 -0.215 -0.237 -0.145 0.26
H -3.6327 2.8324 -3.5181 0.992 1.473 0.978 0.23
C 1.9747 -3.0401 -0.8730 0.464 1.149 0.535 -0.53
O 1.7324 -1.9496 0.0007 0.596 0.694 0.147 -0.63
H 2.1529 -3.9137 -0.2871 0.107 -0.813 0.165 0.25
H 1.1033 -3.0817 -1.4399 -1.624 -0.907 -1.151 0.09
H 2.7701 -2.8707 -1.5865 0.524 0.150 0.106 0.30
H 2.4353 -1.2672 -0.0943 -0.097 -0.390 0.208 0.50
C 4.3425 0.7499 -0.4562 1.277 2.326 -0.271 -0.68
O 3.8188 -0.3575 0.1892 -0.081 0.576 1.961 -0.52
H 4.7496 0.4814 -1.4130 0.142 -0.273 -0.494 0.31
H 3.6137 1.5823 -0.6343 0.307 -0.685 0.250 0.26
H 5.2058 1.1828 0.1530 -0.960 -0.418 -0.777 0.24
H 3.8119 0.0167 1.1179 -0.574 -1.310 -0.528 0.34
C -1.2443 0.1126 0.2608 0.059 0.911 2.160 -0.60
O -0.6989 -1.1409 0.7242 -2.371 0.937 0.100 -0.42
H -0.7059 0.4871 -0.5819 0.578 0.310 -0.584 0.25
H -2.3159 0.0960 -0.0500 0.664 -0.577 0.524 0.33
H -1.1431 0.9132 1.1265 -0.301 -1.347 -1.701 0.18
H 0.1800 -1.2591 0.3857 1.219 -0.255 -0.527 0.41
C 3.8320 2.1522 2.9291 0.615 1.679 0.536 -0.63
O 3.5061 0.8140 2.8610 0.794 -1.226 -0.883 -0.51
H 3.7352 2.5634 3.9645 0.098 -0.319 -0.639 0.30
H 4.8948 2.1558 2.6522 -0.297 0.606 0.035 0.24
H 3.2381 2.8177 2.2598 0.386 -0.532 0.204 0.27
H 2.6244 0.6565 3.1309 -1.523 -0.258 0.578 0.35
```
Positions in Å, forces in eV/Å.

## Properties
E, eV: -45953.1851
Net charge: 0
Largest force on an atom, Eh/bohr: 0.063
SMILES string: O=C1OC[C@@H](F)O1.O=C1OC[C@@H](F)O1.O=C1OCCO1.CO.CO.CO.CO
2S+1: 1

Record 3
Entry from the OMol25 dataset: an isolated molecule of C3H3ClF2 (ωB97M-V/def2-TZVPD).

The geometry in XYZ format:
```
9
Properties=species:S:1:pos:R:3:forces:R:3:mulliken_charge:R:1
F -0.7188 -0.2590 1.7706 1.306 0.029 0.886 -0.26
C 0.2419 -0.1266 0.8038 2.769 2.222 0.675 0.03
C -0.0394 0.8280 -0.3278 4.385 0.648 -1.903 0.05
F -1.0412 1.6241 -0.5258 -2.172 1.593 0.152 -0.24
C -0.2270 -0.5934 -0.4565 0.550 -2.792 -0.954 -0.31
Cl 0.5775 -1.9259 -1.3703 -0.463 1.022 0.165 -0.19
H 1.4081 -0.0066 0.8832 -2.448 -0.919 1.524 0.29
H 0.9691 1.2983 -0.7255 -2.145 -1.012 0.737 0.27
H -1.1701 -0.8389 -0.0517 -1.781 -0.789 -1.280 0.36
```
Positions in Å, forces in eV/Å.

## Properties
Net charge: 0
Largest force on an atom, Eh/bohr: 0.094
SMILES string: F[C@@H]1[C@H](F)[C@H]1Cl
2S+1: 1
Energy above the lowest of the compared OMol25 structures with the same formula, charge and spin, kcal/mol: 54.9

Record 4
Entry from the OMol25 dataset: a structure of composition C2H11N5 (ωB97M-V/def2-TZVPD).

The geometry in XYZ format:
```
18
Properties=species:S:1:pos:R:3:forces:R:3:mulliken_charge:R:1
C 1.2467 0.0140 1.3953 0.163 0.034 -0.140 -1.02
N 0.7794 -0.4778 0.1240 -0.721 -0.066 -0.478 -0.14
N 1.7664 -1.0105 -0.7487 0.088 0.287 0.188 -0.69
C -0.3420 0.6992 -0.8102 0.212 -1.026 0.306 0.06
N -0.7526 1.7765 -0.2385 -0.140 -0.129 0.172 -0.88
H 2.0595 -1.9266 -0.4127 -0.050 0.142 -0.041 0.24
H 2.5986 -0.4171 -0.7464 -0.018 -0.043 -0.006 0.24
H -0.2373 2.5966 -0.5349 -0.069 -0.089 -0.021 0.20
H 0.2001 0.6187 -1.7563 -0.128 -0.117 -0.025 0.48
H 2.1502 0.6350 1.2827 -0.023 -0.025 0.064 0.31
H 0.4668 0.6369 1.8405 -0.013 0.044 -0.090 0.34
H 1.4686 -0.8037 2.0941 0.055 0.080 -0.083 0.29
N -1.4468 -0.5109 -0.7226 0.899 0.420 -0.454 -0.10
N -2.6109 -0.1587 0.0438 0.546 -0.510 0.057 -0.70
H -2.4621 -0.5391 0.9746 -0.025 0.047 -0.033 0.27
H -2.5324 0.8613 0.1486 0.184 0.065 -0.065 0.33
H -1.7531 -0.8731 -1.6216 0.055 0.403 -0.085 0.32
H -0.5989 -1.1206 -0.3118 -1.015 0.483 0.735 0.46
```
Positions in Å, forces in eV/Å.

## Properties
Net charge: 0
Largest force on an atom, Eh/bohr: 0.026
2S+1: 1
Energy above the lowest of the compared OMol25 structures with the same formula, charge and spin, kcal/mol: 116.1